Entry 1:
A molecular structure, C45H50BiN6SSi2, computed with ωB97M-V with the def2-TZVPD basis set.

```
105
Properties=species:S:1:pos:R:3:mulliken_charge:R:1
C 3.004 1.161 4.619 -0.5664
N -0.514 -1.962 -0.829 0.2094
C 1.121 0.291 3.298 0.4500
C -1.185 0.587 1.272 -2.8017
C 4.481 -3.725 -0.882 -0.3381
C -0.778 6.206 -3.340 -0.4988
C -1.955 -4.240 5.752 -0.5402
Bi 0.790 0.552 0.026 1.0810
H 1.580 3.975 0.806 -0.4323
C -0.719 4.926 -1.304 -0.1636
H -1.215 4.613 -0.387 0.2172
C -0.495 1.851 -3.649 -0.6987
C 0.496 5.745 -3.650 -0.7377
H 1.313 0.289 5.503 0.4424
C -1.884 1.890 1.804 2.7965
C -2.022 -1.995 -2.745 -0.7902
H 1.201 -2.882 1.303 0.0016
H 4.578 2.129 3.417 0.4288
C -0.952 3.053 2.156 -0.6729
C -1.381 5.799 -2.157 -0.7298
H -0.415 -2.906 6.424 0.3873
H -2.281 2.505 -0.243 0.1610
H 1.313 -4.647 1.050 0.5302
H -3.199 -1.825 -4.511 0.3936
H -3.615 1.611 0.516 0.5003
C -2.868 -4.536 4.746 -0.7402
N -1.037 -0.438 2.294 1.3435
H 3.279 1.930 1.351 -0.0554
C -1.968 -0.082 -4.183 -0.7329
H -0.649 3.598 1.260 -0.4884
C 3.182 3.106 -1.135 0.2284
C -2.467 -1.352 -3.863 -0.6568
H -2.056 1.286 3.890 0.2683
C 0.622 -3.793 1.101 -0.7725
C 3.613 1.638 3.421 -1.2265
N 3.998 -0.357 -0.080 -0.2273
C -1.955 -4.649 -0.287 -1.2476
H 7.815 -3.466 -2.816 0.3762
C 4.483 -1.305 -0.508 -0.2175
C -1.124 -3.140 5.635 -0.7412
C -2.707 1.555 3.055 -1.9790
H 2.149 4.525 -3.045 0.2701
H 4.004 4.483 0.296 0.3907
C 2.883 1.522 2.273 0.0362
H 0.480 1.968 -3.179 -0.3734
H -1.888 -4.868 6.633 0.3670
H -3.523 -5.394 4.830 0.3762
C 1.808 0.535 4.570 -1.3743
H 0.980 6.061 -4.568 0.3795
C 5.805 2.977 -2.151 -0.5229
H -0.375 1.955 -4.730 0.5307
C 4.219 3.847 -0.560 -0.2362
H 0.352 -1.186 5.138 0.1142
N -0.663 -0.076 -2.165 0.2876
C -0.016 -0.467 3.257 -0.0377
H 0.698 -5.564 -1.669 0.3490
H -2.315 -5.027 -1.251 0.4070
H -2.257 0.427 -5.094 0.4093
C 6.882 -3.538 -2.272 -0.5401
H 1.530 -4.039 -2.058 0.2550
H -0.050 2.717 2.670 0.0157
C -1.048 -1.377 -1.885 0.3204
N -0.370 -1.191 4.446 0.0860
H 6.817 2.923 -2.539 0.3594
C 3.499 2.297 -2.232 0.0988
S -1.956 -1.855 1.916 -0.1564
H 6.761 -1.424 -1.881 0.5124
H 2.722 1.694 -2.698 0.0933
C 5.518 3.779 -1.052 -0.6162
H -1.472 3.764 2.809 0.4800
H -3.598 -3.966 2.808 0.3595
H -2.375 6.153 -1.907 0.3957
H -1.134 2.667 -3.303 0.1867
H -0.016 -4.418 -2.822 0.3350
C 6.271 -4.773 -2.098 -0.3523
H -1.769 -5.509 0.366 0.4275
C 4.789 2.241 -2.746 -0.7686
N 1.675 0.929 2.165 0.7652
Si -0.379 -3.614 -0.489 -0.2086
H 3.544 -3.778 -0.344 0.7218
H 3.479 1.340 5.578 0.3812
H -2.761 -4.059 0.162 0.2740
C 0.549 -4.497 -1.884 -1.1716
H -1.298 6.877 -4.016 0.3597
H -1.854 0.169 0.517 1.2561
C -2.048 -2.651 3.469 1.0815
C 6.297 -2.394 -1.753 -0.4937
C -2.905 -3.736 3.613 -0.7896
C -1.074 0.509 -3.309 0.2116
Si 1.408 3.176 -0.441 0.6623
H -3.313 3.303 0.968 0.4608
H 4.588 -5.825 -1.280 0.3981
H 6.731 -5.665 -2.505 0.3694
H -2.381 -2.984 -2.474 0.2300
H -3.294 2.433 3.345 0.5589
H -3.391 0.720 2.872 0.2804
H -0.036 -3.965 1.962 0.2576
C -1.160 -2.314 4.502 -0.2826
C 1.154 4.875 -2.787 -0.3522
C 5.072 -4.864 -1.407 -0.5716
H 5.004 1.610 -3.602 0.4373
C -2.832 2.356 0.695 -1.9578
C 0.559 4.437 -1.598 0.7433
C 5.096 -2.489 -1.056 0.3784
H 6.308 4.353 -0.579 0.3751
```

LUMO level   2.256 eV
Strongest force on any atom   0.914 eV/Å
Energy   -88849.219 eV
Spin multiplicity   1
Relative energy (zero: lowest compared OMol25 entry of this formula, charge and spin)   0.000 eV
E_HOMO   -2.8 eV
Net charge   -1
HOMO-LUMO gap   5.0802 eV

=====

Entry 2:
A molecular structure, C45H50F26N2O15S2, computed with ωB97M-V with the def2-TZVPD basis set.

```
140
Properties=species:S:1:pos:R:3:mulliken_charge:R:1
H -1.984 -7.702 -4.911 0.2978
H -1.532 5.787 -7.465 0.3242
F -5.731 2.164 4.250 -0.2589
C 0.642 -2.815 7.095 0.3554
F 9.652 -0.472 6.261 -0.2536
H 3.521 -2.258 5.270 0.3590
H -2.392 -1.399 6.762 0.2029
C -3.761 -4.134 -4.914 0.9115
C 2.735 12.476 -4.361 0.9171
F 0.007 -1.179 8.653 -0.2979
C 0.289 -2.035 0.961 -0.2704
F 4.534 5.810 -4.967 -0.2688
H -7.717 0.106 7.783 0.3330
C 2.701 8.096 -3.810 -1.0367
F -4.039 5.163 -11.564 -0.2386
H -6.770 -1.261 7.207 0.2965
C 2.097 2.409 -4.681 0.0425
H 2.565 1.748 -3.957 0.2440
O -4.622 -5.589 3.416 -0.5884
H -4.040 -8.131 -3.526 0.2468
C 2.756 4.429 -5.683 0.3036
N -0.164 -3.106 -2.492 -0.5305
H 3.064 7.085 -3.657 0.2683
F -4.693 0.563 3.233 -0.2016
C -2.589 5.662 -9.765 0.3348
C -3.952 -8.531 -4.535 -1.0450
C -5.644 0.195 8.353 -0.7544
F -2.658 6.801 -11.852 -0.2471
C -1.641 -4.886 -0.676 -0.5694
C -5.740 0.021 5.279 0.3213
H 0.288 -4.945 0.384 0.2766
C -0.073 -2.899 -0.041 -0.3772
F -4.973 -4.191 -5.472 -0.2638
H 3.939 8.472 -5.529 0.2442
F 2.866 -2.097 7.530 -0.2902
F -1.365 -2.830 8.283 -0.3259
C 0.238 -2.390 2.425 -0.1575
C -3.969 -3.387 2.850 -0.5338
C -3.423 6.171 -10.954 0.8996
H -4.943 -8.510 -4.988 0.3170
H 0.836 5.996 -9.403 0.3353
F 1.592 12.330 -5.040 -0.2460
H -0.275 -3.325 2.619 0.2155
C 0.757 -0.690 0.656 1.2981
H -0.027 4.510 -9.020 0.3314
O 7.018 -2.127 5.498 -0.5100
O 3.705 10.937 -2.774 -0.5097
H 2.320 1.072 -6.351 0.3354
H 2.396 -2.112 2.309 0.4102
H -3.561 -4.501 0.222 0.3285
H 5.547 -1.367 7.341 0.2753
C 1.196 0.908 2.700 -0.3982
F 9.649 -2.160 4.909 -0.2353
C -2.977 -7.719 -5.360 -0.2241
C 0.270 5.482 -8.624 -0.4498
C 1.096 0.188 1.744 -1.3780
H -1.935 -4.225 -1.482 0.2950
H 4.696 -3.447 8.463 0.3106
C -2.910 -5.360 0.051 -0.5986
H -1.045 -4.235 1.261 -0.5946
O -2.718 4.573 -9.288 -0.5121
F -6.856 0.587 3.279 -0.2664
C 0.869 -0.210 -0.619 0.6290
F 3.629 13.058 -5.172 -0.2513
C 0.078 -2.411 -1.381 0.6813
H 6.079 -1.461 9.013 0.3673
F 3.632 6.270 -6.881 -0.2418
H -4.669 -0.109 7.974 0.0010
H -1.204 -5.759 -1.168 0.2185
C -5.750 0.855 3.985 0.8888
H -3.727 -2.905 3.796 0.1594
H 1.760 8.054 -4.361 0.2705
H -5.621 1.275 8.497 0.3140
C -2.655 -6.177 1.315 -0.9564
F 10.040 -2.468 7.012 -0.2470
H -2.883 -8.135 -6.361 0.3429
F 2.510 13.289 -3.335 -0.2404
O 1.768 -1.837 4.237 -0.0088
S 0.113 -2.158 -3.755 0.1206
H 2.366 -3.590 5.192 0.4036
O -6.616 0.518 6.138 -0.3437
H 0.913 5.324 -7.756 -0.1496
N 0.584 -0.807 -2.991 -0.4773
C 0.532 -1.078 -1.701 0.1923
C 1.671 -2.542 3.009 -1.0905
O -1.766 6.616 -9.359 -0.3221
C -0.937 6.297 -8.221 -0.3165
C 1.527 1.611 -5.832 -1.0625
H -0.216 -1.586 3.002 0.3370
H -3.617 -9.565 -4.469 0.3706
H 1.255 1.520 3.568 0.5309
C 3.721 8.919 -4.564 -0.1399
C 1.884 -2.012 6.601 0.8400
F 0.158 -3.617 6.131 -0.2349
C -6.747 -0.187 7.390 -0.2329
C -0.586 -4.296 0.279 0.7408
O -3.449 -6.370 -5.551 -0.3537
O -2.577 -5.384 2.524 -0.3101
F 4.912 4.544 -6.686 -0.2683
H 1.942 -3.596 3.112 0.4208
O -5.053 -0.945 5.433 -0.4467
F 1.062 -3.631 8.094 -0.3407
O 3.147 3.299 -5.132 -0.3613
F -1.245 0.191 7.011 -0.3220
C 6.159 -1.936 8.038 -0.1889
C 5.724 -3.382 8.112 -1.1119
H 0.798 0.896 -5.457 0.2676
C 2.451 -2.502 5.257 -0.8415
F -2.925 -3.556 -5.789 -0.2692
S 1.422 1.394 -1.074 -0.2207
C 3.982 5.274 -6.069 0.9942
C -3.245 -5.535 -4.545 0.3209
H -5.805 -0.286 9.317 0.3830
F -0.893 -1.264 5.425 -0.2023
H -3.322 -2.966 2.077 0.1347
H -3.455 -6.008 -0.640 0.3354
C 9.319 -1.763 6.133 0.8863
O 3.214 10.237 -4.860 -0.3498
H -1.742 -6.765 1.250 0.3498
H 6.364 -3.945 8.793 0.3897
C 3.275 11.119 -3.873 0.3222
H 1.327 2.977 -4.162 0.2841
F -4.355 7.033 -10.524 -0.2540
O 1.629 4.802 -5.850 -0.6129
O 7.549 -1.826 7.668 -0.3130
C -1.340 -1.118 6.683 0.1552
F 1.571 -0.699 6.497 -0.3074
C 7.810 -1.943 6.375 0.3380
H 2.490 8.534 -2.834 0.4102
H 4.659 8.999 -4.015 0.3249
H -4.993 -3.186 2.546 0.3725
C -0.506 -1.964 7.696 0.7012
O -2.710 -5.780 -3.504 -0.4533
C -3.771 -4.883 2.949 0.5719
H 5.786 -3.861 7.135 0.2822
H -0.630 7.257 -7.812 0.3371
H 1.360 2.089 0.073 0.1135
H 1.037 2.259 -6.559 0.2823
H -3.488 -6.871 1.456 0.4762
F -3.831 -3.362 -3.834 -0.2177
```

LUMO level   -0.875 eV
Strongest force on any atom   1.201 eV/Å
Energy   -173494.121 eV
Spin multiplicity   1
E_HOMO   -8.4 eV
HOMO-LUMO gap   7.5342 eV

=====

Entry 3:
A molecular structure, C45H51BrIrN4O4S4Si, computed with ωB97M-V with the def2-TZVPD basis set.

```
111
Properties=species:S:1:pos:R:3:mulliken_charge:R:1
H -5.565 1.785 1.825 0.4883
H 2.462 -0.647 5.723 0.4202
C 4.140 -0.819 -1.325 0.1806
H 1.962 6.502 0.810 0.3547
C -1.476 -2.493 -4.090 -0.9090
N 0.841 -1.496 1.521 0.2278
C -1.520 -2.113 -2.749 0.8516
H 7.543 -0.558 -1.383 0.3870
C -0.982 -1.678 -5.091 -1.7485
H 1.549 3.509 3.363 0.3478
C -0.539 -0.419 -4.725 -0.0662
C 1.108 1.416 3.407 0.6239
C 5.067 -1.662 -3.399 -0.9417
N 0.927 0.537 2.408 0.9797
S -4.707 -0.963 1.683 -0.0746
H -4.273 -2.494 -1.996 0.2520
H 4.767 2.985 2.562 0.4969
C 1.789 -1.241 3.796 -0.8711
H 3.535 -3.054 1.647 0.3138
H 4.897 -2.109 -4.369 0.4362
C 0.691 2.845 3.230 -1.5028
H -0.126 -5.261 1.993 0.4317
H 0.542 5.418 0.842 0.2748
H -0.688 3.450 -3.521 0.3526
Br 2.298 -1.801 -3.370 -0.0440
H -1.366 -0.584 2.923 0.3562
H -1.857 -3.476 -4.353 0.4760
H 1.807 1.745 5.393 0.5076
C -3.667 -3.363 -2.272 -1.6469
C -0.522 0.003 -3.404 -0.2364
S -3.785 2.855 -0.845 -0.1084
C -2.200 -3.166 -1.854 0.4210
H 2.067 -3.732 -0.905 0.4130
C 1.423 1.620 -3.470 -1.3779
C -4.296 -2.175 2.820 -0.7516
Si 1.069 -3.204 1.289 0.0226
C -2.177 -2.997 -0.339 -0.3079
C -3.152 -0.223 1.801 -0.7266
H 2.801 -3.959 2.980 0.4181
C 1.204 -0.792 2.588 0.8441
H 0.230 2.995 2.258 -0.0738
C -3.884 4.111 3.516 -0.6466
H 0.576 -2.828 -1.119 -0.4937
C -3.853 0.334 -1.142 0.2526
C -0.058 1.413 -3.142 2.6774
H -2.796 -2.169 -0.015 -0.6958
C 1.046 -3.617 -0.531 -0.2411
C 5.451 -0.538 -0.927 -0.8191
Ir 0.219 0.289 0.453 2.6159
H -0.207 1.584 -2.085 -1.5709
H 2.023 -2.286 3.925 0.2629
O -0.857 -0.629 -1.056 0.9592
H 1.633 1.328 -4.503 0.2278
C -4.438 0.884 -2.317 -0.5136
H -3.712 -0.719 -0.985 -0.8584
H -3.772 -3.514 -3.347 0.4237
H -1.961 2.249 -3.782 0.2908
H -0.960 -2.007 -6.123 0.3357
C -0.955 -0.861 -2.361 0.4999
C 2.133 3.172 0.681 -0.5458
C 2.021 -0.326 4.786 -1.0451
C -0.898 2.445 -3.899 -1.7579
H -6.023 3.818 3.421 0.4073
H 2.995 -4.723 1.402 0.4385
C -3.458 2.179 2.033 -0.9496
H -4.792 0.286 -3.147 0.3851
H 2.059 1.032 -2.808 0.1079
O 3.485 -0.222 0.855 -1.0310
O 1.875 -0.348 -0.698 -0.8858
H -3.772 4.968 4.163 0.4659
H -4.838 2.919 -3.042 0.4305
C -2.371 -0.896 2.686 0.0333
H 0.511 -4.552 -0.716 0.4081
C -2.800 1.107 1.143 2.5895
H -1.683 -4.105 -2.086 0.6023
H 3.925 5.552 1.993 0.4286
C 3.944 3.340 1.968 -0.5424
H 7.192 -1.593 -3.623 0.3622
C 3.966 -1.381 -2.592 0.8561
C -3.455 1.270 -0.239 0.4459
N 2.406 4.483 0.894 0.3546
H -5.010 -2.943 3.074 0.4584
H -4.090 -4.232 -1.760 0.4369
C 3.530 4.596 1.698 -0.5549
H -0.039 3.097 3.999 0.6427
H -2.567 -3.909 0.124 0.8239
H 1.690 2.673 -3.348 0.4588
H -1.216 -3.869 1.991 -0.0082
H -1.186 -2.806 0.043 -1.0624
N 3.080 2.481 1.329 0.7650
C 1.666 1.015 4.607 -1.1172
C 3.071 -0.443 -0.300 0.7321
H 5.580 -0.109 0.055 0.4764
H -0.181 0.262 -5.491 0.2797
C -3.023 -2.021 3.268 -0.6321
C 6.351 -1.372 -2.977 -0.5144
C 6.546 -0.798 -1.730 -0.8309
H -0.664 2.431 -4.968 0.3927
H 1.490 5.577 -0.639 0.2761
C -0.208 -4.197 2.238 -0.9039
C 1.549 5.563 0.448 -0.7644
C 2.757 -3.780 1.904 -1.4461
S 0.851 2.632 -0.296 -0.4452
H -0.073 -4.088 3.319 0.2877
C -4.472 2.243 -2.285 -0.8207
C -5.034 3.496 3.123 -0.8832
H 3.139 1.443 1.299 -0.1392
C -4.786 2.392 2.265 -0.3908
H -2.555 -2.681 3.984 0.4349
O -1.426 1.366 1.136 -0.7163
S -2.509 3.344 2.850 0.0089
```

LUMO level   2.176 eV
Strongest force on any atom   1.342 eV/Å
Energy   -185748.430 eV
Spin multiplicity   1
Relative energy (zero: lowest compared OMol25 entry of this formula, charge and spin)   1.111 eV
E_HOMO   -4.2 eV
Net charge   -1
HOMO-LUMO gap   6.3861 eV

=====

Entry 4:
A molecular structure, C45H51BrIrN4O4S4Si, computed with ωB97M-V with the def2-TZVPD basis set.

```
111
Properties=species:S:1:pos:R:3:mulliken_charge:R:1
N 0.402 -3.812 -2.962 0.6287
H -0.113 5.809 -0.475 0.4247
H 0.411 -4.715 4.680 0.6175
C 4.549 0.426 2.037 -0.4392
H 1.948 -2.837 4.982 0.5784
H -2.190 2.281 -2.424 -0.1371
C -0.642 2.812 1.839 -0.5336
H -0.534 -2.360 -1.789 0.0747
H -0.824 -5.448 -3.632 0.4063
H 5.542 0.333 -3.232 0.3645
H -4.554 -1.717 2.492 0.2700
C -2.777 -0.626 0.655 -0.7528
H 2.266 5.786 -5.474 0.3976
O 1.754 -2.778 0.876 -0.7545
C -0.313 5.050 -1.237 -1.0754
H -2.154 5.552 1.154 0.3055
C 3.411 0.861 -3.532 -0.7746
H 0.630 4.600 -1.543 0.1285
C -2.660 4.767 0.590 -1.2683
C 1.804 0.373 2.329 0.1100
H 0.390 4.688 1.604 0.3415
C 0.254 5.017 -5.362 -0.6101
Ir 0.274 0.927 -0.222 2.6975
C -0.865 -5.173 2.590 -0.8382
H -3.505 -0.042 0.083 0.4746
H -3.422 2.430 -1.154 0.1916
C 0.968 3.075 -4.009 -0.4436
H -0.615 -1.567 -6.491 0.4849
C 1.302 -2.855 4.100 -1.0669
H -0.307 -5.994 3.026 0.3815
C 4.589 1.397 -1.616 -0.6898
C -1.684 -5.410 1.480 -1.1022
C -1.301 -0.901 -4.513 -0.9135
C -0.281 -3.418 -1.743 -0.3586
C -0.778 -3.928 3.156 0.7413
S 2.328 -1.903 -2.734 0.1494
O 0.441 -1.073 0.310 -0.9504
C -0.035 4.252 3.667 -0.7850
C 2.541 1.341 2.991 -1.2646
C 0.944 -4.872 -4.817 -0.8593
Br 4.731 -1.772 0.285 -0.0931
C 0.040 -4.835 -3.818 -0.1254
H 5.369 1.476 -0.877 0.4891
C -1.510 -2.813 2.544 0.6092
C -0.509 -0.944 -5.617 -0.6612
C -1.080 2.136 4.004 0.7621
H 3.255 0.426 -4.508 0.4241
N 1.853 -3.865 -4.555 0.1353
N -1.122 1.894 2.693 0.2165
C -0.730 -3.144 5.560 -1.5031
C -0.852 0.054 -3.559 -0.2910
H -1.572 -3.788 5.825 0.3826
H 0.366 -3.557 -0.877 0.2157
C -2.386 -3.092 1.403 0.3771
H 1.874 -3.223 3.248 0.2529
H -2.175 -1.524 -4.379 0.4279
H -1.834 -0.598 0.107 -0.8779
H -5.368 -1.463 0.945 0.4325
C 0.283 0.699 -3.942 0.1425
H 2.653 -3.599 -5.098 0.2040
C -1.628 1.059 4.903 -1.3488
H -0.738 5.558 -2.107 0.3583
H 2.035 2.068 3.613 0.2989
C -0.568 3.311 4.540 -0.7564
H -0.083 -3.055 6.435 0.4458
S -0.513 3.661 -4.655 -0.0256
H -2.090 0.281 4.300 -0.0889
O -1.398 -1.666 3.009 -0.3700
H -2.360 1.469 5.601 0.5495
H -1.115 -2.158 5.311 0.0815
S 0.782 0.174 -5.501 -0.1323
C 2.427 1.466 -2.814 -0.3345
C -2.441 -4.382 0.924 -0.3556
C 3.799 -0.549 1.391 0.1238
H 1.011 -5.512 -5.677 0.4105
H -2.611 -0.141 1.612 0.1414
H -1.737 -6.405 1.056 0.3748
C -3.291 -2.059 0.765 0.3588
H -0.321 5.742 -5.914 0.4567
C 1.509 -1.585 0.837 -0.2487
H -1.328 0.248 -2.608 0.3735
H -3.079 -4.594 0.072 0.5643
C 4.655 0.813 -2.843 -0.6746
H 0.396 5.172 4.045 0.3685
H 1.002 -1.832 3.874 -0.1536
C 0.070 -3.716 4.386 0.3842
H 4.513 2.130 3.330 0.3992
H -1.182 -4.021 -1.651 -0.0403
N -0.735 2.560 0.480 1.0747
C -4.654 -2.098 1.473 -1.7004
H 0.728 0.319 2.472 0.6195
H 3.022 3.706 -4.040 0.5233
C 2.417 -0.579 1.512 0.5475
C 3.920 1.371 2.833 -0.8825
C 1.531 -3.196 -3.406 -0.8737
H -5.059 -3.111 1.525 0.4118
H -3.439 -2.408 -0.265 0.4479
H -3.166 4.117 1.311 0.2735
S 3.026 2.004 -1.287 0.0925
O 0.256 2.058 -1.991 -1.0230
C 1.593 5.019 -5.118 -0.6537
H -0.580 3.475 5.611 0.4133
C -0.048 3.998 2.313 -0.2977
C 2.002 3.895 -4.345 -0.4796
Si -1.491 3.772 -0.529 0.4698
H 5.623 0.440 1.906 0.4828
H -0.828 0.607 5.493 0.2850
H -3.192 3.738 -2.326 0.3948
H -3.430 5.240 -0.027 0.4639
C -2.674 2.973 -1.740 -0.5630
C 0.976 1.807 -3.151 2.1417
```

LUMO level (alpha / beta)   2.257 / 0.665 eV
Strongest force on any atom   0.527 eV/Å
Energy   -185745.023 eV
Spin multiplicity   5
Relative energy (zero: lowest compared OMol25 entry of this formula, charge and spin)   1.131 eV
E_HOMO (alpha / beta)   -4.1 / -4.8 eV
Net charge   -1
HOMO-LUMO gap (alpha / beta)   6.4006 / 5.4998 eV

=====

> Among the records above, which one has the lowest strongest force on any atom?

number 4